[1]
Molecular formula: C3H11NOS
Method: DFT, ωB97M-V/def2-TZVPD

Geometry (Å):
1 C 1.535 -0.300 -0.381
2 C 0.054 -0.071 -0.054
3 C -0.822 -1.323 -0.295
4 S -2.668 -1.105 -0.158
5 N 2.332 0.912 -0.408
6 H 1.606 -0.593 -1.431
7 H 2.044 -1.031 0.241
8 H -0.037 0.317 0.991
9 H -0.312 0.686 -0.737
10 H -0.401 -2.245 0.273
11 H -0.843 -1.511 -1.424
12 H -1.837 -0.770 1.669
13 H 3.193 0.904 -0.984
14 H 2.639 1.105 0.535
15 H -2.127 0.972 0.457
16 H -2.536 2.142 1.148
17 O -1.819 1.910 0.559

Summary:
Net charge   0
ΔE to the lowest compared entry with this formula, charge and spin   3.756 eV
E_HOMO   -9.21 eV
LUMO energy   -1.5 eV
Calculated total energy   -648.943978 Ha
HOMO-LUMO gap   7.72 eV
2S+1   1


[2]
Molecular formula: C3H11NOS
Method: DFT, ωB97M-V/def2-TZVPD

Geometry (Å):
1 N -0.212 -1.156 -1.374
2 C 1.187 -1.226 -0.968
3 C 1.429 -0.085 0.037
4 C 1.618 1.313 -0.517
5 S 1.725 2.622 0.778
6 H -0.432 -0.401 -2.009
7 H -0.508 -2.017 -1.813
8 H 1.363 -2.156 -0.451
9 H 1.890 -1.216 -1.807
10 H 0.536 -0.103 0.701
11 H 2.234 -0.319 0.763
12 H 0.876 1.593 -1.265
13 H 2.583 1.222 -1.061
14 H 0.491 2.263 1.203
15 O -5.056 0.266 2.719
16 H -5.472 -0.599 2.798
17 H -4.252 0.001 2.267

Summary:
Net charge   0
ΔE to the lowest compared entry with this formula, charge and spin   0.609 eV
E_HOMO   -9.12 eV
LUMO energy   0.7 eV
Calculated total energy   -649.059636 Ha
HOMO-LUMO gap   9.85 eV
SMILES   NCCCS.O
2S+1   1


[3]
Molecular formula: C3H11NOS
Method: DFT, ωB97M-V/def2-TZVPD

Geometry (Å):
1 C -0.498 -0.786 1.209
2 C 0.755 -1.513 0.739
3 N 0.390 -2.814 -0.089
4 C 1.712 -0.727 -0.194
5 S 3.262 -1.318 -0.425
6 H -0.346 -0.074 2.035
7 H -1.141 -1.692 1.326
8 H -1.180 -0.241 0.424
9 H 1.365 -2.065 1.593
10 H -0.370 -2.757 -0.867
11 H -0.213 -3.324 0.669
12 H 1.183 -0.555 -1.208
13 H 1.917 0.323 0.205
14 H 3.157 -2.240 -1.337
15 O -3.063 6.776 -1.612
16 H -3.191 6.926 -0.609
17 H -3.740 6.081 -1.859

Summary:
Net charge   0
ΔE to the lowest compared entry with this formula, charge and spin   2.011 eV
E_HOMO   -8.77 eV
LUMO energy   0.9 eV
Calculated total energy   -649.008114 Ha
HOMO-LUMO gap   9.65 eV
SMILES   C[C@@H](N)CS.O
2S+1   1


[4]
Molecular formula: C3H11NOS2
Method: DFT, ωB97M-V/def2-TZVPD

Geometry (Å):
1 N -2.103 0.185 1.599
2 C -1.306 -0.418 0.501
3 C 0.182 -0.419 0.840
4 S 1.151 -1.245 -0.461
5 S 0.519 0.299 -2.097
6 C 1.849 0.317 -3.315
7 H -2.945 -0.359 1.737
8 H -2.317 1.138 1.344
9 H -1.470 0.100 -0.450
10 H -1.571 -1.467 0.328
11 H 0.373 -1.045 1.709
12 H 0.555 0.580 1.091
13 H 1.767 -0.396 -4.145
14 H 2.825 0.123 -2.859
15 H 1.673 1.291 -3.776
16 H -2.543 1.652 4.720
17 H -1.504 0.860 4.060
18 O -1.604 1.723 4.504

Summary:
Net charge   -1
ΔE to the lowest compared entry with this formula, charge and spin   0.610 eV
⟨S²⟩   0.7542
E_HOMO (alpha / beta)   -0.49 / -2.76 eV
LUMO energy (alpha / beta)   3.3 / 3.2 eV
Calculated total energy   -1047.247966 Ha
HOMO-LUMO gap (alpha / beta)   3.74 / 6.00 eV
2S+1   2


[5]
Molecular formula: C3H11NOS2
Method: DFT, ωB97M-V/def2-TZVPD

Geometry (Å):
1 C 1.300 0.981 -0.267
2 C -0.129 0.462 -0.394
3 N -0.653 -0.203 0.845
4 C -0.322 -0.536 -1.506
5 S -2.082 -1.061 -2.021
6 S -3.291 0.301 -1.095
7 H 2.035 0.237 -0.588
8 H 1.508 1.222 0.764
9 H 1.422 1.788 -0.966
10 H -0.826 1.282 -0.625
11 H -1.349 -0.922 0.674
12 H -1.319 0.510 1.145
13 H 0.243 -1.437 -1.221
14 H 0.014 -0.206 -2.501
15 H -3.042 1.395 -1.931
16 O 2.144 -0.984 3.535
17 H 2.617 -1.821 3.493
18 H 1.728 -1.007 2.658

Summary:
Net charge   0
ΔE to the lowest compared entry with this formula, charge and spin   0.597 eV
E_HOMO   -9.28 eV
LUMO energy   0.3 eV
Calculated total energy   -1047.245424 Ha
HOMO-LUMO gap   9.62 eV
SMILES   C[C@H](N)CSS.O
2S+1   1


[6]
Molecular formula: C3H11NOS2
Method: DFT, ωB97M-V/def2-TZVPD

Geometry (Å):
1 N 1.576 0.698 1.871
2 C 1.181 -0.674 1.468
3 C -0.129 -0.631 0.676
4 C 0.047 -1.262 -0.689
5 S -1.458 -1.513 -1.667
6 S -2.877 -0.228 -0.851
7 H 2.571 0.684 2.115
8 H 1.145 0.875 2.782
9 H 1.992 -1.053 0.839
10 H 1.040 -1.326 2.332
11 H -0.954 -1.040 1.255
12 H -0.368 0.424 0.554
13 H 0.759 -0.634 -1.217
14 H 0.438 -2.259 -0.554
15 H -2.335 0.852 -1.422
16 O -0.546 2.152 -2.497
17 H -1.077 2.417 -3.266
18 H -1.004 2.517 -1.728

Summary:
Net charge   0
ΔE to the lowest compared entry with this formula, charge and spin   0.408 eV
E_HOMO   -8.70 eV
LUMO energy   0.4 eV
Calculated total energy   -1047.252360 Ha
HOMO-LUMO gap   9.13 eV
SMILES   NCCCSS.O
2S+1   1


[7]
Molecular formula: C3H11NOS2
Method: DFT, ωB97M-V/def2-TZVPD

Geometry (Å):
1 S -3.662 0.380 0.815
2 S 3.153 0.687 0.320
3 C 2.081 -0.777 0.140
4 C 0.882 -0.401 -0.734
5 N -0.205 0.138 0.069
6 C -1.017 -0.861 0.690
7 H 4.023 0.150 1.191
8 H 1.745 -1.119 1.114
9 H 2.653 -1.571 -0.326
10 H 1.165 0.392 -1.428
11 H 0.571 -1.276 -1.313
12 H -0.735 0.841 -0.431
13 H -1.455 -1.600 0.006
14 H -0.510 -1.334 1.530
15 H -1.935 -0.372 1.128
16 H -2.124 2.986 -0.731
17 H -2.644 1.574 -0.810
18 O -1.987 2.163 -1.230

Summary:
Net charge   0
ΔE to the lowest compared entry with this formula, charge and spin   3.993 eV
E_HOMO   -8.98 eV
LUMO energy   -3.4 eV
Calculated total energy   -1047.120621 Ha
HOMO-LUMO gap   5.59 eV
2S+1   1


[8]
Molecular formula: C3H11NOS2
Method: DFT, ωB97M-V/def2-TZVPD

Geometry (Å):
1 C -1.549 0.997 -2.733
2 N -0.525 1.054 -1.713
3 C 0.053 -0.177 -1.163
4 C 1.463 -0.040 -0.718
5 S 1.832 0.963 0.787
6 S 0.410 -0.007 1.973
7 H -2.585 1.164 -2.419
8 H -1.424 0.084 -3.316
9 H -1.329 1.850 -3.395
10 H -0.539 1.797 -1.036
11 H -0.663 -0.615 -0.442
12 H -0.011 -0.881 -2.001
13 H 2.031 0.470 -1.491
14 H 1.906 -1.032 -0.550
15 H 0.997 0.392 3.108
16 O -3.353 -3.133 0.900
17 H -2.803 -3.393 0.157
18 H -3.399 -3.857 1.526

Summary:
Net charge   0
ΔE to the lowest compared entry with this formula, charge and spin   0.962 eV
E_HOMO   -8.18 eV
LUMO energy   0.5 eV
Calculated total energy   -1047.232010 Ha
HOMO-LUMO gap   8.65 eV
SMILES   CNCCSS.O
2S+1   1